Here is a molecular structure, C11H21Cl6MgO4 in a non-equilibrium geometry from OMol25. Energies are from ωB97M-V with the def2-TZVPD basis set.

Each line ends with the Mulliken charge.
Geometry (Å):
1 Mg -0.64977 1.90855 -3.25797  0.435
2 C -0.94734 -0.15630 -0.83012  -0.622
3 O -0.46338 0.89024 -1.60796  -0.672
4 H -0.69947 -1.16090 -1.17280  0.344
5 H -0.54911 -0.08453 0.18199  0.226
6 H -2.03563 -0.16166 -0.89085  0.299
7 C 2.50664 2.14096 0.97286  -1.139
8 C 3.08879 0.70802 1.34501  0.536
9 C 2.97572 -0.37493 0.26909  -0.347
10 O 4.30772 -0.85342 0.06148  -0.354
11 C 5.14923 -0.08830 0.72856  0.633
12 O 6.35752 -0.26219 0.75216  -0.619
13 O 4.52283 0.79861 1.39082  -0.373
14 H 2.47855 2.30819 -0.10387  0.313
15 H 3.13918 2.92233 1.39410  0.387
16 H 1.48630 2.31438 1.31483  0.149
17 H 2.77836 0.41398 2.34765  0.324
18 H 2.76636 0.04861 -0.71320  0.156
19 H 2.18915 -1.10196 0.47114  0.309
20 Cl -0.44456 4.63718 1.59078  -0.206
21 C -1.53723 3.38556 0.90456  -0.174
22 C -2.24720 2.39926 1.86642  -0.017
23 Cl -3.76723 3.03362 2.52558  -0.199
24 H -0.90061 2.90721 0.16025  -0.142
25 H -2.33510 3.88281 0.35297  0.462
26 H -1.59266 2.22525 2.72047  0.324
27 H -2.51771 1.45472 1.39443  -0.046
28 Cl -4.23838 -3.85469 0.48580  -0.200
29 C -3.99131 -2.23205 1.07587  0.017
30 C -3.99195 -2.01488 2.62018  -0.478
31 Cl -4.63745 -0.43067 3.11999  -0.182
32 H -4.75038 -1.60084 0.61383  0.325
33 H -3.08969 -1.81019 0.63179  -0.143
34 H -3.08544 -2.11609 3.21693  0.336
35 H -4.71759 -2.68385 3.08280  0.331
36 Cl 2.68304 -3.00968 -2.42699  -0.168
37 C 1.75316 -1.80301 -3.21580  0.318
38 C 0.61320 -2.34120 -4.18240  -0.462
39 Cl -0.38557 -3.55281 -3.42541  -0.169
40 H 2.44750 -1.13639 -3.72727  0.378
41 H 1.25269 -1.26223 -2.41256  -0.483
42 H 1.12477 -2.72663 -5.06436  0.374
43 H -0.04611 -1.56011 -4.56096  0.222

As for the spin multiplicity: 2. The charge is 0. The gap between HOMO and LUMO (spin up / spin down) is 7.54 / 7.92 eV.